Entry 1:
Molecular formula: C2H8OS2
Method: DFT, ωB97M-V/def2-TZVPD

Summary:
**HOMO-LUMO gap**: 9.5 eV

XYZ file:
```
13
Properties=species:S:1:pos:R:3:forces:R:3
S 2.255 1.746 0.850 -0.703 -0.614 -0.500
C 0.806 0.594 0.982 -0.053 0.520 0.354
C -0.500 1.375 1.307 0.153 -0.963 -0.145
S -0.439 2.434 2.794 0.005 -0.110 -0.201
H 1.709 2.399 -0.198 0.285 0.016 0.188
H 0.656 0.012 0.052 0.234 0.367 0.435
H 1.058 -0.121 1.789 -0.155 0.405 -0.363
H -1.308 0.631 1.440 0.293 0.406 -0.142
H -0.759 2.001 0.431 0.077 -0.087 0.637
H 0.115 1.536 3.635 -0.134 0.062 -0.261
O -0.971 -4.476 -4.546 -0.698 0.854 0.581
H -1.407 -4.551 -3.667 0.455 0.113 -0.960
H -1.215 -3.579 -4.869 0.242 -0.968 0.378
```
Forces are in eV/Å.

=====

Entry 2:
Molecular formula: C5H7N
Method: DFT, ωB97M-V/def2-TZVPD

Summary:
**HOMO-LUMO gap (spin up / spin down)**: 6.9 / 7.1 eV
**Spin multiplicity**: 3

XYZ file:
```
13
Properties=species:S:1:pos:R:3:forces:R:3
C 0.555 -0.142 -0.062 2.569 -9.226 0.133
C -1.434 0.775 0.013 -2.757 0.655 0.121
C 0.175 1.199 -0.014 -6.974 0.032 1.010
C -1.657 -0.814 -0.009 3.548 5.873 0.228
C 2.027 -0.697 0.039 -3.039 1.753 -0.844
N -0.447 -1.261 -0.025 3.623 1.013 -0.374
H -2.073 1.109 0.873 0.874 0.440 -0.399
H -2.058 1.066 -0.865 0.892 0.806 0.229
H 0.350 2.174 -0.353 1.003 0.741 -0.864
H -2.619 -1.080 0.289 -1.115 -1.732 0.211
H 2.210 -1.458 0.727 -0.259 -1.467 1.061
H 2.615 0.112 0.314 1.339 1.637 0.558
H 2.357 -0.983 -0.928 0.295 -0.526 -1.072
```
Forces are in eV/Å.

=====

Entry 3:
Molecular formula: C2H5NO3
Method: DFT, ωB97M-V/def2-TZVPD

Summary:
**HOMO-LUMO gap**: 10.7 eV

XYZ file:
```
11
Properties=species:S:1:pos:R:3:forces:R:3
O -1.414 -0.228 -2.111 -0.885 0.219 -0.340
C -1.356 0.332 -1.058 2.364 0.040 -0.111
N -0.045 0.603 -0.510 -0.928 0.179 0.626
C 1.084 0.950 -1.280 0.103 0.486 -0.650
O 1.292 2.072 -1.654 -0.196 -0.658 -0.086
H -2.196 0.732 -0.489 -0.139 -0.252 0.247
H 0.241 0.189 0.366 -0.583 -0.052 0.265
H 1.769 0.120 -1.500 0.253 0.050 0.123
O 0.092 -1.327 2.990 -0.086 0.427 0.079
H 1.003 -1.561 2.800 0.035 -0.203 -0.069
H -0.469 -1.881 2.446 0.062 -0.237 -0.083
```
Forces are in eV/Å.

=====

Entry 4:
Molecular formula: C30H50Cl3N4O4SiTi
Method: DFT, ωB97M-V/def2-TZVPD

Summary:
**HOMO-LUMO gap (spin up / spin down)**: 6.4 / 7.7 eV
**Spin multiplicity**: 2

XYZ file:
```
93
Properties=species:S:1:pos:R:3:forces:R:3
C -2.394 -2.951 -5.381 0.187 0.088 -1.226
C -1.316 -2.783 -4.326 0.435 -0.836 0.632
H -2.555 -3.986 -5.784 0.635 0.772 0.599
H -2.184 -2.317 -6.249 -0.296 0.055 -0.062
H -3.383 -2.668 -4.992 0.404 0.180 0.100
C -0.411 -3.779 -4.103 -0.448 0.129 0.457
C 0.192 -4.660 -5.136 -0.081 -0.630 -0.500
H -0.081 -4.088 -3.100 0.209 1.197 -0.431
H 0.878 -4.045 -5.731 -0.116 -0.143 -0.072
H -0.539 -5.107 -5.822 0.171 0.055 0.021
H 0.803 -5.462 -4.686 -0.403 0.267 -0.168
Ti 0.271 2.063 0.995 0.569 2.318 -1.375
Cl -1.884 2.518 0.565 -1.052 0.499 0.482
Cl 1.566 2.960 -0.662 0.477 0.564 0.370
H 1.876 6.813 3.490 0.041 -0.231 -0.342
H -0.611 7.681 2.855 0.156 -0.090 -0.122
C 1.838 6.153 2.608 -0.409 -0.021 -0.158
C -0.383 7.080 1.966 -0.414 0.101 0.118
N 0.421 5.908 2.291 -0.231 0.246 0.163
H 2.332 5.207 2.822 -0.071 0.112 -0.099
C -0.145 4.712 2.248 1.622 -1.516 -0.513
O 0.559 3.640 2.233 -1.535 2.546 1.190
H -1.329 6.733 1.529 0.291 0.260 0.056
H -1.254 4.659 2.178 0.711 0.080 -0.154
H 2.312 6.652 1.752 -0.048 -0.208 0.272
H 0.144 7.715 1.236 -0.166 -0.350 0.213
H 1.958 -0.257 -3.799 0.303 -0.049 -0.021
H 2.485 -3.166 -3.033 0.243 -0.057 -0.096
C 2.982 -0.286 -3.404 -0.148 -0.236 0.278
C 3.375 -2.639 -2.662 -0.784 0.230 0.270
N 3.004 -1.255 -2.302 1.227 0.054 -0.215
H 3.224 0.691 -2.978 0.023 -0.141 -0.245
C 3.386 -0.804 -1.045 0.829 0.562 -0.018
O 4.058 0.189 -0.791 -1.148 -0.819 -0.305
H 3.715 -3.167 -1.765 0.059 0.053 -0.223
H 2.986 -1.435 -0.232 0.285 -0.186 -0.110
H 3.682 -0.553 -4.217 -0.137 0.148 0.402
H 4.147 -2.682 -3.454 -0.205 0.226 0.533
O -0.620 -0.197 -3.678 -0.312 -6.182 2.100
C -1.502 -1.655 -3.328 0.019 1.084 0.516
C 0.225 -2.382 -1.648 0.133 -0.295 -0.116
C -1.111 -2.107 -1.934 -0.079 0.077 -0.388
H 0.966 -2.133 -2.406 -0.360 0.133 0.528
C 0.590 -3.038 -0.472 -0.379 0.346 -0.169
H -2.581 -1.388 -3.375 0.946 0.567 0.171
C -2.088 -2.487 -1.009 0.387 0.127 -0.371
H 1.622 -3.299 -0.287 0.114 0.062 -0.003
C -0.381 -3.333 0.482 0.421 0.086 -0.401
C -1.704 -3.063 0.195 -0.556 0.147 0.193
H -3.141 -2.377 -1.249 0.064 0.190 0.112
H -0.103 -3.766 1.435 -0.033 -0.074 -0.011
H -2.457 -3.274 0.940 -0.080 -0.072 0.022
Si -0.601 1.283 -4.147 0.161 5.369 0.438
Cl 0.162 0.266 -0.163 -0.032 -2.590 -2.535
C 1.062 2.302 -4.441 0.923 -0.449 -1.047
C -1.090 2.804 -3.032 -0.992 -0.203 0.723
C -1.842 1.111 -5.492 -0.080 0.129 -0.785
H 2.007 1.769 -4.317 -0.136 -0.088 -0.271
H 1.194 3.180 -3.788 -0.561 -0.670 0.119
H 1.138 2.781 -5.434 -0.250 -0.510 -0.093
H -1.327 0.520 -6.266 -0.463 0.202 -0.124
H -2.296 2.020 -5.892 0.102 -0.147 -0.170
H -2.619 0.475 -5.044 0.055 0.214 -0.241
H -1.848 2.593 -2.271 -0.253 0.079 -0.121
H -1.471 3.651 -3.643 -0.013 -0.622 -0.109
H -0.267 3.274 -2.468 -0.234 -0.710 -0.254
C -3.578 -1.012 5.995 -0.414 0.036 -0.081
C -2.274 -1.766 5.978 0.264 -0.021 -0.123
N -1.217 -1.119 5.209 -0.086 0.176 -0.117
C -0.722 0.181 5.712 -0.051 -0.203 0.004
C -0.068 0.041 7.073 0.134 0.159 0.063
C -1.226 -1.345 3.851 -0.606 -0.742 -0.373
O -2.198 -1.741 3.210 1.337 0.106 0.754
C 0.123 -1.015 3.278 -0.195 -0.212 0.715
C 1.369 -1.439 3.741 -0.249 0.252 -0.067
C 2.503 -0.849 3.189 0.515 -0.680 0.377
C 2.379 0.299 2.438 -0.869 0.753 0.316
N 1.172 0.893 2.341 -0.069 -2.065 -0.940
C 0.071 0.092 2.506 1.037 0.930 -0.350
H -3.447 0.006 6.375 -0.141 -0.121 0.017
H -4.284 -1.545 6.637 -0.034 0.180 -0.026
H -3.991 -0.970 4.982 0.049 0.076 0.211
H -1.865 -1.883 6.984 -0.208 -0.211 0.013
H -2.420 -2.752 5.525 0.038 0.130 0.229
H 0.000 0.599 5.000 -0.278 -0.192 0.236
H -1.564 0.894 5.768 0.258 -0.201 -0.056
H 0.731 -0.707 7.039 -0.158 0.065 0.051
H 0.381 1.001 7.343 -0.076 -0.111 0.111
H -0.796 -0.233 7.842 0.213 0.047 -0.046
H 1.399 -2.199 4.504 0.249 -0.277 -0.041
H 3.508 -1.229 3.371 -0.320 -0.101 -0.025
H 3.193 0.749 1.868 -0.043 0.156 0.524
H -0.820 0.235 1.861 0.006 0.645 1.208
```
Forces are in eV/Å.

=====

What did we get for M? Answer: 112.2, 81.1, 91.1, 713.1 g/mol, in the order shown.
What did we get for E_tot? Answer: -952.58976, -249.22217, -359.64961, -4212.69058 hartree, in the order shown.
What did we get for ΔE to the lowest compared entry with this formula, charge and spin? Answer: 14.94, 44.14, 37.47, 0.00 kcal per mole, in the order shown.